The following is a DFT calculation (ωB97M-V/def2-TZVPD) of the molecule C2H3N3OS.

XYZ file:
```
10
Properties=species:S:1:pos:R:3
S 2.518 -0.878 0.422
N 1.467 0.441 0.240
C 0.255 0.182 -0.047
N -0.372 -1.056 -0.237
C -1.607 -0.759 -0.377
O -1.943 0.538 -0.341
N -0.707 1.217 -0.265
H 3.605 -0.127 0.676
H -2.434 -1.426 -0.564
H -0.782 1.869 0.494
```

Calculated values
- Kohn-Sham gap: 8.82 eV
- LUMO: 0.664 eV
- SMILES string: S/N=c1\nco[nH]1
- HOMO energy: -8.154 eV

Results of the natural (NBO) charge analysis, in e, for atoms 1 through 2:
1. S 0.184
2. N -0.623